# C45H36BrCl2LaN3O4P2S3

A molecular structure, C45H36BrCl2LaN3O4P2S3 at a distorted geometry (ωB97M-V/def2-TZVPD, the OMol25 dataset).

molecular weight	1130.665	g/mol
net charge	-1
ΔE to the lowest compared entry with this formula, charge and spin	210.7	kJ/mol
2S+1	1
HOMO level	-4.78	eV

Atoms and positions in Å:
La  0.974  -0.076  1.637
S  -0.387  1.905  2.979
C  1.032  2.907  2.876
C  1.471  3.546  4.030
C  2.577  4.389  4.021
C  2.969  5.029  5.208
N  3.249  5.548  6.196
C  3.262  4.604  2.805
C  2.827  3.967  1.646
C  1.739  3.102  1.656
S  1.290  2.285  0.182
C  4.395  5.434  2.777
N  5.337  6.093  2.753
H  0.926  3.378  4.949
H  3.349  4.143  0.716
C  2.798  -1.416  -3.426
S  1.602  -1.529  -4.781
C  0.475  -0.148  -4.390
C  -0.641  -0.527  -3.415
C  -0.350  -0.016  -2.003
N  -1.467  -0.288  -1.070
P  -1.734  1.099  -0.011
C  -3.546  0.960  0.270
C  -4.419  0.008  -0.235
C  -5.762  0.068  0.093
C  -6.249  1.099  0.880
C  -5.380  2.058  1.375
C  -4.034  1.975  1.086
C  -1.998  2.427  -1.252
C  -2.747  2.183  -2.399
C  -3.015  3.212  -3.278
C  -2.564  4.494  -3.004
C  -1.851  4.747  -1.843
C  -1.564  3.714  -0.966
P  -0.949  -1.538  0.059
C  -0.823  -2.906  -1.136
C  -1.865  -3.194  -2.012
C  -1.719  -4.200  -2.947
C  -0.531  -4.910  -3.022
C  0.515  -4.614  -2.164
C  0.369  -3.615  -1.217
C  -2.446  -1.955  1.025
C  -2.770  -1.120  2.096
C  -3.814  -1.433  2.943
C  -4.553  -2.588  2.741
C  -4.223  -3.434  1.698
C  -3.165  -3.133  0.859
H  3.535  -2.192  -3.609
H  2.303  -1.572  -2.474
H  3.274  -0.440  -3.447
H  0.064  0.144  -5.356
H  1.083  0.670  -4.004
H  -0.757  -1.612  -3.416
H  -1.583  -0.094  -3.756
H  -0.198  1.069  -2.062
H  0.590  -0.450  -1.635
H  -4.052  -0.787  -0.867
H  -6.435  -0.697  -0.267
H  -7.303  1.153  1.112
H  -5.754  2.863  1.989
H  -3.325  2.690  1.483
H  -3.119  1.186  -2.584
H  -3.593  3.017  -4.171
H  -2.775  5.299  -3.693
H  -1.523  5.752  -1.616
H  -0.992  3.889  -0.064
H  -2.770  -2.606  -1.965
H  -2.521  -4.424  -3.634
H  -0.415  -5.687  -3.761
H  1.444  -5.160  -2.246
H  1.177  -3.351  -0.545
H  -2.182  -0.232  2.294
H  -4.032  -0.778  3.772
H  -5.363  -2.838  3.409
H  -4.782  -4.347  1.545
H  -2.894  -3.836  0.085
Cl  2.592  -2.349  2.799
C  1.831  -1.722  4.264
Cl  2.113  0.020  4.290
C  0.279  -2.002  4.039
O  -0.281  -2.687  4.862
O  -0.136  -1.491  2.976
H  2.253  -2.192  5.151
Br  6.543  -3.850  -2.265
C  6.242  -2.325  -1.166
C  7.322  -1.546  -0.789
C  7.098  -0.405  -0.035
C  5.814  -0.070  0.360
C  4.743  -0.872  -0.012
C  4.954  -2.008  -0.783
C  3.354  -0.553  0.447
O  3.208  0.214  1.428
O  2.381  -1.099  -0.128
H  8.323  -1.830  -1.079
H  7.930  0.227  0.240
H  5.626  0.805  0.962
H  4.112  -2.622  -1.061